Below is a structure of composition C32H51N6O2S3Tc, with properties calculated with wB97M-V/def2-TZVPD.

Last column: Löwdin spin population.
Geometry (Å):
Tc: 0.655 -0.232 -0.048  2.62
S: -1.653 -3.593 -0.021  0.01
S: 1.088 0.023 -4.679  0.00
S: 2.121 -2.104 -0.297  0.04
O: -2.752 -3.225 -0.880  0.00
O: -1.940 -3.745 1.372  0.00
N: -1.967 0.221 0.381  0.08
N: -0.505 0.105 -2.698  0.02
N: -4.527 -1.184 0.463  0.00
N: 0.755 -0.081 -2.160  0.03
N: 3.009 -0.349 -2.864  0.02
N: -0.422 -2.415 -0.194  0.05
C: -0.024 -7.113 -1.176  0.01
C: -1.714 0.334 -4.833  0.00
C: 3.219 0.593 3.781  0.00
C: 0.235 3.855 2.941  0.01
C: 4.240 -0.710 1.935  0.00
C: 1.955 0.373 1.749  0.00
C: 0.632 -4.474 -0.738  0.00
C: -1.690 2.335 3.062  0.00
C: 2.238 1.131 0.563  -0.03
C: 2.682 2.926 -1.555  0.00
C: -0.703 2.976 2.073  0.01
C: -1.545 3.856 1.145  0.00
C: 1.709 -0.167 -3.087  0.02
C: 0.667 0.789 2.124  -0.01
C: 1.641 -5.354 -1.090  0.00
C: 1.447 3.249 -0.703  0.00
C: 1.242 2.171 0.374  0.00
C: -2.794 -0.007 -0.825  0.00
C: 2.271 -1.653 3.227  0.00
C: -3.865 -0.778 1.745  0.00
C: 2.917 -0.400 2.633  0.00
C: 0.281 1.992 1.417  0.06
C: -2.113 -0.982 -5.507  0.00
C: -0.500 0.177 -3.979  0.01
C: -2.368 -0.642 1.512  0.01
C: 0.251 3.373 -1.656  0.00
C: -1.044 -6.233 -0.809  0.00
C: 0.699 -3.042 -0.447  0.03
C: 1.759 4.607 -0.044  0.00
C: 1.293 -6.682 -1.310  0.00
C: -4.288 -0.120 -0.564  0.00
C: -0.676 -4.923 -0.609  0.01
H: -2.135 3.140 3.646  0.00
H: 0.985 4.377 2.354  0.00
H: 2.056 -7.396 -1.589  0.00
H: -4.063 -1.539 2.498  0.00
H: -2.520 1.836 2.564  0.00
H: 3.941 0.141 4.461  0.00
H: -1.522 1.101 -5.585  0.00
H: 3.658 -0.419 -3.632  0.00
H: -1.920 -0.274 2.428  0.00
H: -2.515 0.708 -4.195  0.00
H: -0.964 4.567 0.571  0.00
H: 1.379 -1.408 3.808  0.00
H: 2.322 0.828 4.355  0.00
H: -4.337 0.156 2.050  0.00
H: 0.745 3.254 3.696  0.00
H: 2.667 -5.025 -1.192  0.00
H: 3.605 2.958 -0.973  0.00
H: 3.190 1.121 0.057  0.00
H: -4.122 -2.070 0.116  0.00
H: -4.814 -0.395 -1.476  0.00
H: -2.063 -6.573 -0.690  0.00
H: 2.580 4.525 0.670  0.00
H: -2.446 -0.911 -1.319  0.00
H: 3.651 1.522 3.405  0.00
H: -2.324 -1.754 -4.766  0.00
H: 4.729 0.199 1.579  0.00
H: 2.773 3.684 -2.332  0.00
H: 2.078 5.297 -0.826  0.00
H: -1.229 1.658 3.780  0.00
H: 2.000 -2.380 2.462  0.00
H: -3.006 -0.831 -6.110  0.00
H: -1.956 -1.630 1.372  0.00
H: -0.263 -8.153 -1.351  0.00
H: -2.064 1.195 0.653  0.00
H: -5.526 -1.338 0.605  0.00
H: 0.149 0.382 2.977  0.00
H: -2.152 3.273 0.446  0.00
H: 2.611 1.960 -2.050  0.00
H: -2.236 4.435 1.758  0.00
H: 2.972 -2.133 3.909  0.00
H: 0.478 4.126 -2.412  0.00
H: -0.662 3.681 -1.158  0.00
H: 3.358 -0.555 -1.945  0.00
H: 4.917 -1.169 2.655  0.00
H: 0.058 2.433 -2.170  0.00
H: 4.146 -1.411 1.107  0.00
H: -1.327 -1.347 -6.168  0.00
H: -0.369 4.599 3.461  0.00
H: -4.722 0.800 -0.170  0.00
H: 0.911 5.061 0.454  0.00
H: -2.623 0.814 -1.516  0.00

Force components x, y, z for each atom (eV/Å):
-0.37 0.78 0.41
-0.13 0.13 -0.26
0.02 -0.04 -0.02
0.06 0.10 0.11
-0.01 0.04 0.05
-0.01 0.00 0.03
-0.13 -0.23 -0.04
0.04 0.02 0.05
0.08 -0.04 -0.05
-0.03 -0.06 -0.14
0.01 0.03 -0.01
0.16 -0.28 0.11
0.00 -0.01 -0.01
0.01 0.02 0.02
0.00 0.02 0.01
0.02 0.02 0.02
0.02 -0.01 0.00
0.26 0.02 0.06
0.01 0.03 0.00
0.06 -0.09 -0.01
0.26 0.06 0.09
0.01 -0.03 0.01
-0.03 -0.01 -0.04
0.01 0.00 0.01
0.00 -0.03 0.01
-0.04 -0.15 -0.16
0.00 -0.01 -0.01
0.00 0.01 0.02
0.03 -0.18 -0.26
0.04 0.02 0.01
-0.01 -0.01 0.00
-0.04 0.01 -0.02
-0.04 0.01 0.01
0.00 -0.08 0.00
0.00 -0.01 -0.01
-0.05 0.02 -0.02
0.00 0.04 -0.03
-0.01 0.03 0.01
0.02 0.01 -0.01
-0.08 -0.01 -0.02
0.01 0.01 -0.01
-0.01 0.00 0.00
-0.03 0.01 0.02
-0.03 -0.05 -0.01
0.00 0.00 0.00
0.00 -0.01 0.03
0.00 0.00 0.00
0.02 -0.02 -0.01
-0.05 -0.09 -0.03
0.00 0.00 -0.01
0.00 0.00 0.00
-0.01 0.01 -0.01
0.00 0.12 0.07
-0.01 -0.02 0.01
0.04 0.02 0.00
0.00 -0.01 0.00
0.00 0.00 0.00
0.01 0.00 0.03
-0.01 -0.01 0.00
0.00 0.00 0.00
0.00 0.01 0.00
-0.01 -0.05 -0.04
0.00 -0.01 0.02
0.01 0.00 -0.01
0.00 0.00 0.01
0.00 -0.01 0.00
-0.02 0.00 0.01
-0.01 0.00 0.00
0.00 0.00 0.00
-0.01 0.00 0.00
0.00 0.00 0.00
-0.01 0.00 0.00
0.00 -0.01 -0.01
0.01 0.00 0.00
0.00 0.00 0.00
-0.01 0.03 0.04
0.00 0.00 0.00
0.02 0.00 0.03
0.00 0.02 0.01
-0.03 0.01 -0.01
0.00 -0.02 0.00
0.00 0.00 0.00
0.01 0.01 0.00
0.00 0.01 0.01
0.00 0.01 0.01
0.01 -0.03 -0.02
-0.02 -0.02 0.01
0.00 0.00 0.00
0.01 -0.03 -0.02
-0.02 0.00 0.00
0.00 0.00 0.00
0.00 0.00 -0.01
0.00 0.01 -0.01
-0.05 0.01 0.00
0.00 0.00 0.00

## Properties
- Energy: -81727.26237 eV
- <S²>: 3.80
- Frontier orbital gap (alpha / beta): 0.2662 / 0.2633 Ha
- Multiplicity: 4
- Relative energy (zero: lowest compared OMol25 entry of this formula, charge and spin): 12.7 kcal/mol
- Net charge: +3
- HOMO level (alpha / beta): -16.448 / -17.153 eV